Molecular formula: C5H13NO
Method: DFT, ωB97M-V with the def2-TZVPD basis set

Computed properties:
**SMILES**: C/C=C(/C)NC.O
**Energy above the lowest of the compared OMol25 structures with the same formula, charge and spin**: 54.4 kcal per mole
**HOMO energy**: -7.3 eV

```
! RIJCOSX wB97M-V def2-TZVPD def2/J DEFGRID3
* xyz 0 1
H -0.6698 -0.9494 -1.8017
H 1.5074 1.9453 1.0341
C -0.7041 -1.9640 0.5149
H 1.9036 -1.4126 0.4022
H -1.4418 -2.1745 1.2855
H -0.5161 3.1858 1.4884
H -1.4537 -0.1443 0.9822
H -1.5123 1.9138 0.8570
H -0.6373 2.9491 -0.2684
C 0.5981 1.4784 0.6869
H -1.1425 -0.3299 -3.1362
H 2.0393 -0.4740 -1.1905
C 0.5270 0.2123 0.1995
O -0.8387 -1.1482 -2.7269
H -1.1623 -2.4513 -0.3553
C -0.5690 2.4453 0.6925
C 1.8336 -0.4680 -0.1232
N -0.6469 -0.4833 0.4996
H 2.5822 0.2038 0.3011
H 0.3032 -2.3343 0.6583
*
```